{"formula": "C39H57N7O3PPbSi2", "method": "wB97M-V/def2-TZVPD", "elements": ["Pb", "N", "C", "C", "N", "C", "C", "N", "H", "H", "H", "H", "H", "H", "H", "H", "H", "H", "H", "H", "H", "O", "C", "O", "C", "P", "C", "C", "C", "C", "C", "C", "C", "C", "C", "C", "C", "C", "H", "H", "H", "H", "H", "H", "H", "H", "H", "H", "H", "H", "C", "C", "C", "C", "Si", "O", "C", "C", "C", "C", "C", "C", "C", "C", "C", "C", "C", "C", "H", "H", "H", "H", "H", "H", "H", "H", "H", "H", "H", "H", "H", "H", "H", "H", "H", "H", "H", "C", "Si", "C", "C", "H", "H", "H", "H", "H", "H", "H", "H", "H", "N", "C", "N", "N", "C", "N", "H", "H", "H", "H"], "positions_angstrom": [[-0.221, 0.905, -0.823], [2.585, -1.716, -0.971], [1.649, -2.667, -1.535], [0.347, -2.861, -0.745], [-0.709, -1.894, -1.032], [-1.912, -2.262, -0.296], [-2.726, -1.045, 0.121], [-1.842, -0.120, 0.804], [2.882, -2.031, -0.050], [2.091, -0.839, -0.812], [1.416, -2.347, -2.556], [2.154, -3.638, -1.597], [-0.021, -3.885, -0.933], [0.563, -2.763, 0.324], [-0.900, -1.858, -2.028], [-2.550, -2.971, -0.850], [-1.581, -2.755, 0.619], [-3.146, -0.544, -0.757], [-3.562, -1.391, 0.750], [-2.360, 0.552, 1.353], [-1.161, -0.618, 1.407], [3.273, 3.126, -2.070], [2.305, 2.459, -2.383], [1.079, 2.687, -2.131], [2.458, 1.184, -3.270], [0.681, 0.863, -3.615], [0.847, -0.472, -4.917], [0.053, -1.609, -4.838], [0.138, -2.617, -5.782], [1.037, -2.505, -6.829], [1.811, -1.360, -6.945], [1.707, -0.353, -6.004], [0.244, 2.144, -4.852], [0.928, 3.339, -5.031], [0.476, 4.268, -5.951], [-0.644, 4.005, -6.719], [-1.321, 2.807, -6.563], [-0.882, 1.889, -5.630], [2.879, 0.353, -2.696], [3.089, 1.356, -4.146], [-0.660, -1.694, -4.029], [-0.496, -3.492, -5.701], [1.121, -3.299, -7.558], [2.505, -1.253, -7.769], [2.291, 0.547, -6.130], [1.797, 3.569, -4.439], [1.006, 5.204, -6.061], [-0.987, 4.736, -7.440], [-2.184, 2.586, -7.176], [-1.412, 0.956, -5.497], [-1.699, -1.440, 4.725], [-0.670, -2.551, 4.515], [-1.317, -3.636, 3.663], [-0.312, -3.123, 5.882], [0.759, -1.745, 3.485], [0.206, -1.267, 2.122], [2.315, -2.831, 3.253], [2.465, -4.179, 3.546], [3.630, -4.863, 3.232], [4.681, -4.205, 2.616], [4.563, -2.854, 2.334], [3.391, -2.189, 2.648], [1.438, -0.429, 4.691], [1.228, 0.924, 4.458], [1.678, 1.887, 5.344], [2.346, 1.512, 6.497], [2.568, 0.167, 6.748], [2.128, -0.783, 5.844], [-2.568, -1.793, 5.290], [-2.037, -1.074, 3.759], [-1.257, -0.607, 5.271], [-2.220, -4.034, 4.134], [-0.630, -4.459, 3.484], [-1.593, -3.215, 2.700], [-1.171, -3.647, 6.313], [-0.038, -2.321, 6.566], [0.514, -3.828, 5.823], [1.655, -4.715, 4.022], [3.731, -5.915, 3.480], [5.591, -4.735, 2.363], [5.387, -2.321, 1.874], [3.294, -1.138, 2.416], [0.710, 1.218, 3.555], [1.508, 2.937, 5.137], [2.702, 2.261, 7.195], [3.086, -0.138, 7.650], [2.330, -1.828, 6.037], [-2.035, 3.855, -2.571], [-2.379, 2.126, -1.807], [-3.433, 1.170, -3.132], [-3.753, 2.566, -0.496], [-2.817, 4.187, -3.248], [-1.097, 3.837, -3.113], [-1.925, 4.606, -1.793], [-3.900, 1.838, -3.848], [-4.225, 0.588, -2.670], [-2.812, 0.479, -3.694], [-4.674, 2.912, -0.954], [-3.393, 3.351, 0.164], [-3.996, 1.703, 0.118], [-3.137, 3.799, 3.019], [-2.235, 4.768, 2.718], [-2.455, 6.020, 3.210], [-1.185, 4.587, 1.989], [-0.833, 3.519, 1.367], [-0.429, 2.618, 0.768], [-4.017, 4.036, 3.444], [-3.090, 2.942, 2.488], [-3.034, 6.129, 4.025], [-1.672, 6.647, 3.125]], "total_charge": -1, "e_homo_ev": -4.4, "gap_ha": 0.2236}

{"formula": "C4H7Br2N3", "method": "wB97M-V/def2-TZVPD", "elements": ["C", "C", "C", "C", "N", "N", "N", "Br", "Br", "H", "H", "H", "H", "H", "H", "H"], "positions_angstrom": [[-0.492, -3.037, 1.257], [0.859, -3.093, 1.165], [1.204, 0.232, -0.180], [-1.421, 0.167, 0.424], [-1.236, -1.997, 0.912], [0.563, -0.960, 0.016], [-0.626, -0.980, 0.455], [-1.420, -4.212, 2.374], [1.804, -4.489, 2.000], [1.460, -2.547, 0.438], [1.260, 0.732, 0.779], [2.081, 0.162, -0.687], [0.731, 1.036, -0.930], [-2.380, -0.109, 1.096], [-0.827, 0.968, 0.955], [-1.742, 0.505, -0.627]], "total_charge": 0, "relative_energy_kcal_mol": 34.13, "e_homo_ev": [-8.2, -8.2], "gap_ha": [0.3024, 0.3025]}

{"formula": "CH8O3Si2", "method": "wB97M-V/def2-TZVPD", "elements": ["O", "O", "C", "Si", "O", "Si", "H", "H", "H", "H", "H", "H", "H", "H"], "positions_angstrom": [[2.151, -0.961, 0.840], [2.162, -0.437, -0.505], [1.734, 0.915, -0.359], [-0.055, 1.034, 0.251], [-0.729, -0.471, 0.291], [-2.211, -1.031, -0.161], [1.613, -1.753, 0.711], [1.833, 1.347, -1.360], [2.432, 1.444, 0.298], [-0.133, 1.667, 1.583], [-0.844, 1.861, -0.698], [-2.156, -2.504, -0.159], [-3.250, -0.567, 0.783], [-2.546, -0.545, -1.516]], "total_charge": 0, "relative_energy_kcal_mol": 0.00, "smiles": "OOC[SiH2]O[SiH3]", "e_homo_ev": -9.8, "gap_ha": 0.3859}

{"formula": "C2H8OS2", "method": "wB97M-V/def2-TZVPD", "elements": ["C", "S", "S", "C", "H", "H", "H", "H", "H", "H", "H", "H", "O"], "positions_angstrom": [[-2.055, -0.268, 0.975], [-0.271, -0.195, 0.389], [-0.424, -0.397, -1.744], [-0.358, 1.445, -2.383], [-1.794, -0.240, 2.138], [-2.206, -1.318, 0.514], [-2.644, 0.550, 0.608], [-0.767, 2.330, -1.822], [-0.749, 1.504, -3.440], [0.694, 1.471, -2.208], [3.612, -1.647, 3.060], [3.450, -1.214, 1.743], [3.512, -2.021, 2.171]], "total_charge": 0, "relative_energy_kcal_mol": 38.67, "smiles": "CSSC.O", "e_homo_ev": -8.9, "gap_ha": 0.3456}

{"formula": "CH4BrN", "method": "wB97M-V/def2-TZVPD", "elements": ["C", "N", "Br", "H", "H", "H", "H"], "positions_angstrom": [[0.079, -0.281, -0.181], [-1.174, 0.882, -0.187], [-2.761, -0.109, 0.031], [0.929, 0.335, -0.476], [0.214, -0.937, 0.794], [-0.053, -1.001, -1.050], [-0.874, 1.410, 0.609]], "total_charge": 0, "relative_energy_kcal_mol": 13.69, "smiles": "CNBr", "e_homo_ev": -9.4, "gap_ha": 0.3641}

{"formula": "C8H8S", "method": "wB97M-V/def2-TZVPD", "elements": ["C", "C", "C", "C", "C", "C", "C", "C", "S", "H", "H", "H", "H", "H", "H", "H", "H"], "positions_angstrom": [[-0.114, -1.666, -1.344], [0.043, 0.253, 0.067], [0.025, -0.252, -1.179], [-0.248, -1.267, 1.166], [-0.101, -0.698, 2.393], [0.116, 0.657, 2.439], [0.393, 1.236, 1.040], [0.074, 0.550, -2.492], [-0.365, -2.547, 0.095], [-0.435, -2.129, -2.338], [-0.563, -1.111, 3.310], [0.276, 1.202, 3.316], [1.399, 1.763, 1.131], [-0.352, 2.059, 0.975], [-1.005, 0.723, -2.783], [0.549, 1.405, -2.457], [0.310, -0.178, -3.340]], "total_charge": 0, "relative_energy_kcal_mol": 67.33, "smiles": "Cc1csc2c1CC=C2", "e_homo_ev": [-7.1, -7.1], "gap_ha": [0.2669, 0.2668]}

{"formula": "C13H14CaNO7S", "method": "wB97M-V/def2-TZVPD", "elements": ["Ca", "O", "C", "C", "N", "C", "C", "O", "O", "C", "C", "O", "O", "H", "H", "H", "H", "H", "H", "H", "H", "H", "O", "C", "O", "C", "C", "C", "C", "S", "C", "C", "H", "H", "H", "H", "H"], "positions_angstrom": [[0.036, -0.515, -0.805], [-0.826, 1.065, -2.378], [-1.691, 0.385, -3.281], [-0.998, -0.822, -3.906], [-0.798, -1.946, -2.948], [-2.034, -2.588, -2.516], [-2.424, -2.546, -0.981], [-3.522, -3.067, -0.652], [-1.585, -2.029, -0.128], [0.307, -2.871, -3.219], [1.793, -2.335, -2.825], [2.771, -2.619, -3.523], [1.919, -1.570, -1.781], [-1.133, 1.960, -2.243], [-2.012, 1.039, -4.088], [-2.636, 0.017, -2.834], [-0.053, -0.551, -4.369], [-1.655, -1.165, -4.723], [-2.043, -3.668, -2.746], [-2.826, -2.038, -3.038], [0.334, -3.174, -4.313], [0.238, -3.810, -2.665], [3.145, 1.051, 5.873], [2.305, 2.095, 5.957], [2.022, 2.550, 7.042], [1.635, 2.501, 4.671], [0.222, 2.544, 4.763], [-0.505, 2.328, 3.627], [0.140, 2.082, 2.357], [-0.687, 1.619, 0.989], [1.479, 2.413, 2.273], [2.249, 2.634, 3.410], [3.413, 0.816, 4.937], [-0.229, 2.630, 5.782], [-1.587, 2.185, 3.642], [1.925, 2.523, 1.287], [3.313, 2.875, 3.354]], "total_charge": -1, "e_homo_ev": -4.9, "gap_ha": 0.2597}

{"formula": "C29H24BrEuN5O5S", "method": "wB97M-V/def2-TZVPD", "elements": ["Eu", "O", "C", "C", "O", "O", "C", "C", "C", "C", "C", "C", "C", "C", "C", "C", "C", "C", "H", "H", "H", "H", "H", "H", "H", "H", "H", "H", "H", "N", "C", "C", "C", "C", "C", "C", "S", "O", "O", "N", "C", "N", "C", "C", "C", "N", "H", "H", "H", "H", "H", "H", "H", "H", "H", "Br", "C", "C", "C", "C", "C", "N", "H", "H", "H", "H"], "positions_angstrom": [[-0.240, -0.633, 0.454], [2.029, 0.080, -0.913], [3.206, 0.280, -0.069], [2.808, -0.044, 1.441], [3.510, 0.449, 2.295], [1.804, -0.796, 1.589], [4.165, -0.776, -0.478], [5.456, -0.540, -0.953], [6.311, -1.624, -1.319], [5.744, -2.879, -1.425], [4.430, -3.113, -1.027], [3.663, -2.068, -0.550], [3.565, 1.707, -0.301], [3.658, 2.695, 0.679], [3.737, 4.040, 0.332], [3.971, 4.409, -0.994], [4.103, 3.385, -1.936], [3.927, 2.048, -1.622], [1.892, 0.928, -1.402], [5.833, 0.422, -0.993], [7.385, -1.438, -1.517], [6.323, -3.708, -1.687], [4.075, -4.086, -1.015], [2.678, -2.232, -0.150], [3.516, 2.334, 1.715], [3.723, 4.809, 1.093], [4.102, 5.451, -1.236], [4.257, 3.632, -2.982], [4.013, 1.320, -2.436], [-8.767, 0.522, 1.321], [-7.385, 0.639, 1.205], [-6.857, 1.274, 0.147], [-5.557, 1.077, -0.281], [-4.777, 0.335, 0.607], [-5.285, -0.246, 1.753], [-6.637, -0.135, 2.017], [-3.176, -0.002, 0.111], [-3.224, -0.308, -1.286], [-2.781, -1.249, 0.818], [-2.064, 1.020, 0.547], [-1.659, 2.059, -0.275], [-2.560, 2.943, -0.773], [-2.022, 3.925, -1.545], [-0.659, 4.169, -1.717], [0.175, 3.178, -1.174], [-0.362, 2.159, -0.468], [-9.414, 1.222, 1.060], [-9.091, 0.073, 2.162], [-7.505, 1.873, -0.433], [-5.119, 1.351, -1.219], [-4.604, -0.742, 2.447], [-7.115, -0.618, 2.925], [-2.727, 4.727, -1.923], [-0.141, 4.768, -2.475], [1.241, 3.238, -1.198], [-0.360, -2.898, -1.679], [-0.497, -3.941, -0.064], [-0.694, -5.364, 0.078], [-0.633, -5.823, 1.388], [-0.435, -5.033, 2.543], [-0.348, -3.690, 2.289], [-0.321, -3.187, 1.012], [-0.788, -6.066, -0.703], [-0.769, -6.916, 1.479], [-0.433, -5.401, 3.554], [-0.290, -2.984, 3.155]], "total_charge": 0, "spin_multiplicity": 8, "relative_energy_kcal_mol": 0.00, "e_homo_ev": [-6.9, -8.3], "gap_ha": [0.2587, 0.3081]}